[1]
{"formula": "C16H20FN2", "method": "the ωB97M-V functional and the def2-TZVPD basis", "orbital_gap_ha": 0.1685, "total_charge": 1, "total_energy_ev": -22604.48726, "e_homo_ev": -10.0101, "e_lumo_ha": -0.1993, "molar_mass_g_mol": 259.35, "e_above_lowest_ev": 0.000, "symbols": ["F", "C", "C", "C", "C", "C", "C", "C", "C", "C", "C", "C", "C", "C", "H", "H", "H", "H", "H", "H", "H", "H", "H", "H", "C", "N", "N", "C", "C", "H", "H", "H", "H", "H", "H", "H", "H", "H", "H"], "positions_angstrom": [[4.867293, 0.360441, 2.557134], [3.531466, 0.042436, 2.567333], [3.170586, -1.305525, 2.513431], [1.830965, -1.595022, 2.330738], [0.846849, -0.571864, 2.161365], [-0.425408, -0.993775, 1.691530], [-1.677610, -0.331031, 1.821655], [-2.843427, -1.157150, 1.899339], [-4.093548, -0.624402, 2.177120], [-4.234608, 0.761110, 2.373068], [-3.123871, 1.599953, 2.207167], [-1.884864, 1.077700, 1.857708], [1.255121, 0.765499, 2.426357], [2.605163, 1.086799, 2.531043], [3.919751, -2.091984, 2.585977], [1.497229, -2.633781, 2.303457], [-0.485048, -2.060076, 1.446666], [-2.712342, -2.228978, 1.734228], [-4.959869, -1.281627, 2.233110], [-5.214012, 1.177022, 2.629641], [-3.240707, 2.683239, 2.334092], [-1.082339, 1.739832, 1.546577], [0.513830, 1.557290, 2.533132], [2.940201, 2.124478, 2.585076], [1.150504, -1.257644, -1.210461], [0.025991, -0.336640, -1.070125], [-1.226658, -0.738139, -1.370343], [-2.102857, 0.095874, -2.164849], [-1.525626, -2.148232, -1.392198], [1.405401, -1.423866, -2.273654], [2.013524, -0.793240, -0.722831], [0.931507, -2.226115, -0.732803], [0.180458, 0.629365, -1.367568], [-3.124464, -0.179387, -1.877820], [-1.958658, 1.163282, -1.983357], [-2.005744, -0.095559, -3.248367], [-2.603297, -2.225711, -1.181110], [-1.323866, -2.590820, -2.386067], [-0.967529, -2.691052, -0.622727]], "forces_ev_per_angstrom": [[-1.684, -0.395, 0.260], [1.247, 0.151, -0.696], [-0.060, 0.277, 0.218], [-0.236, 0.226, -0.437], [1.010, -0.220, 0.393], [-0.003, 0.330, 0.529], [-1.157, 0.276, -0.759], [0.584, 0.222, -0.148], [0.041, 0.320, -0.010], [0.239, -0.500, 0.036], [0.019, 0.186, -0.121], [-0.081, -0.389, 0.182], [0.166, 0.019, -0.156], [-0.387, -0.208, 0.233], [-0.143, 0.280, 0.037], [0.196, 0.235, -0.195], [-0.011, 0.341, 0.126], [-0.146, 0.260, 0.200], [0.205, 0.187, 0.031], [0.424, -0.130, -0.124], [0.042, -0.499, -0.226], [-0.203, -0.047, 0.273], [0.392, -0.236, -0.241], [-0.079, -0.401, 0.149], [0.142, 0.322, -0.854], [1.661, 0.518, 1.688], [-2.524, -0.494, -0.150], [0.045, -0.488, -0.396], [-0.344, 0.327, -0.263], [0.023, -0.173, 0.337], [-0.166, -0.171, -0.017], [0.225, 0.555, -0.194], [0.155, -0.626, 0.123], [0.126, 0.277, -0.108], [0.106, -0.139, 0.159], [0.040, 0.150, 0.086], [0.368, -0.260, -0.121], [0.010, -0.164, 0.336], [-0.241, 0.082, -0.184]]}


[2]
{"formula": "H80O40", "method": "the ωB97M-V functional and the def2-TZVPD basis", "orbital_gap_ha": 0.3608, "total_energy_ev": -83194.87927, "e_homo_ev": -10.6108, "e_lumo_ha": -0.0291, "molar_mass_g_mol": 720.60, "e_above_lowest_ev": 10.936, "symbols": ["H", "H", "O", "H", "H", "O", "H", "H", "O", "H", "H", "O", "H", "H", "O", "H", "O", "H", "O", "H", "H", "O", "H", "H", "O", "H", "H", "O", "H", "H", "O", "H", "O", "H", "H", "O", "H", "H", "O", "H", "H", "O", "H", "H", "O", "H", "H", "O", "H", "H", "O", "H", "O", "H", "H", "O", "H", "O", "H", "H", "O", "H", "H", "O", "H", "H", "O", "H", "H", "O", "H", "H", "O", "H", "H", "O", "H", "H", "O", "H", "H", "O", "H", "H", "O", "H", "H", "O", "H", "O", "H", "H", "O", "H", "H", "H", "H", "H", "H", "O", "H", "H", "O", "H", "H", "O", "H", "H", "O", "H", "H", "O", "H", "H", "O", "H", "H", "O", "H", "H"], "positions_angstrom": [[-0.213197, 4.677184, -3.730490], [0.159488, 3.430736, -4.286256], [-0.107115, 4.320947, -4.618090], [-2.155258, -0.912818, -0.640573], [-2.356399, -1.369038, 0.840827], [-2.818568, -1.201444, 0.014057], [1.976632, -3.623439, -3.171240], [1.981318, -3.472130, -1.594285], [1.414991, -3.533009, -2.385661], [0.191880, 0.967929, -2.669140], [1.564944, 1.672830, -3.325459], [0.598435, 1.727835, -3.083007], [6.314154, -0.704759, -0.036846], [5.047204, -1.174297, 0.424604], [5.403531, -0.730408, -0.355656], [4.252028, 1.123719, 1.407989], [3.383995, 0.708764, 1.659641], [1.219472, -5.278370, -1.451997], [0.358970, -5.667506, -1.369564], [1.739885, -0.826726, -1.164559], [0.436439, -1.273152, -0.878098], [0.842963, -0.544762, -1.421747], [1.974206, 0.691725, 3.298834], [1.277264, 1.759075, 4.139153], [1.099079, 0.881726, 3.755891], [-6.208373, -2.762602, -0.186117], [-4.904242, -2.903867, 0.556655], [-5.826058, -2.644659, 0.682561], [2.736263, -5.224882, -0.658970], [3.002702, -3.950606, 0.326414], [3.216918, -4.381824, -0.554608], [1.375386, 4.304102, 3.080416], [0.474343, 4.047517, 3.352443], [1.856992, 2.828726, -5.067651], [1.934833, 4.237229, -5.148324], [2.365813, 3.583417, -4.570083], [-4.288261, -5.045793, 1.008137], [-4.351306, -3.999089, 2.006668], [-4.080693, -4.997165, 1.974537], [1.624223, 2.939999, 4.851020], [2.560212, 4.123383, 4.384557], [2.513299, 3.271640, 4.832332], [1.492715, 4.921345, -2.078838], [1.110992, 3.498462, -1.347707], [1.652148, 4.319389, -1.356293], [-4.877698, -4.171603, -1.848141], [-3.710935, -3.786271, -2.663209], [-3.909386, -4.151165, -1.794781], [-4.432514, 3.189937, -1.065893], [-5.187167, 4.646279, -1.158365], [-4.420803, 4.134232, -0.939364], [0.379709, 0.013824, 5.082995], [-0.154601, -0.770108, 5.086337], [-1.668222, 2.055410, -0.014879], [-0.193948, 1.644760, 0.574108], [-0.677223, 2.168402, -0.082762], [1.261948, 4.212398, 0.582315], [1.867759, 3.832530, 1.220246], [4.744464, 2.522098, 2.630382], [3.877316, 1.910170, 3.757165], [4.767004, 1.902189, 3.358412], [-1.062906, -1.792846, 3.657049], [-1.597238, -3.288653, 3.330411], [-1.803439, -2.387983, 3.546468], [-1.335968, -4.274153, 0.116705], [-1.117725, -4.584262, 1.641214], [-0.856183, -4.805877, 0.748294], [-1.928730, 4.360260, -1.601464], [-0.514446, 3.683799, -1.439421], [-1.104841, 4.100028, -2.060094], [2.656918, -1.642249, 0.985904], [1.204828, -2.511062, 1.173416], [1.897336, -2.123288, 0.649141], [0.908971, -2.570381, -4.408427], [0.728100, -1.160498, -3.777133], [1.248702, -1.683906, -4.379505], [4.333697, -2.253294, 3.069521], [5.668071, -2.892828, 2.608302], [5.246663, -2.484072, 3.362341], [4.427548, 2.092879, -0.685085], [5.824977, 2.554354, 0.248542], [4.975694, 2.163986, 0.102364], [-2.168336, -4.161427, -3.386811], [-0.872387, -4.601109, -4.334292], [-1.798815, -4.403154, -4.271337], [-1.887654, 3.159939, 4.590262], [-1.443760, 4.149112, 3.814335], [-1.848336, 4.145777, 4.697689], [4.172159, 1.731648, -3.135737], [3.673458, 2.164696, -2.379060], [-3.357431, -0.657100, -3.630334], [-3.377358, -1.517122, -2.316648], [-3.805421, -0.778738, -2.792279], [-0.591646, -0.896381, 5.923962], [2.896419, 0.873914, 0.842042], [2.424466, 3.350341, 0.608006], [0.072963, -5.542226, -0.433976], [0.092771, 3.586681, 2.594478], [3.812655, 3.107494, -2.505108], [-1.619207, 0.959334, 3.382297], [-0.754852, 1.179566, 3.039150], [-1.655241, 0.028993, 3.644423], [-0.837953, 0.903953, -5.267290], [-0.535500, 1.717884, -4.796987], [-0.834434, 0.288321, -4.532368], [-3.869989, 1.353258, 0.200552], [-4.063123, 0.716191, -0.527488], [-3.553356, 0.670101, 0.847469], [-2.871453, 1.841225, -2.184824], [-2.069926, 2.023568, -1.700938], [-2.587170, 2.389635, -2.935230], [-1.330267, -2.680334, -2.220366], [-1.556422, -3.201549, -1.445432], [-0.348039, -2.598392, -2.436266], [1.320630, -2.494421, 3.320148], [1.448486, -3.318989, 3.783529], [1.416950, -1.793658, 3.984232], [-4.959537, 0.113806, 2.169002], [-5.948558, 0.200401, 2.418649], [-5.338231, 0.974387, 1.841870]], "forces_ev_per_angstrom": [[-0.644, 0.680, 0.121], [-0.327, 0.668, -0.548], [0.144, -1.039, 0.334], [-0.278, -0.149, 0.360], [0.112, 0.043, 0.202], [0.365, -0.264, -0.364], [0.197, 0.279, 0.730], [0.385, 0.000, -0.481], [-0.075, 0.276, -0.417], [0.847, -0.576, 0.404], [-1.509, -0.608, 1.068], [1.055, 1.651, -0.803], [0.321, 0.388, -0.587], [-0.624, 0.075, -0.164], [0.328, -0.577, 0.724], [-0.698, -0.513, 0.392], [-0.162, -0.330, -0.904], [-0.013, 0.458, -0.381], [-0.889, -0.980, 0.927], [0.122, 0.614, -0.618], [-0.190, 1.123, -0.859], [-0.107, -1.605, 1.283], [-1.183, 0.249, 0.329], [-0.239, -0.675, -0.772], [2.194, 0.484, -0.812], [-0.234, 0.091, -0.261], [-0.023, 0.522, -0.243], [0.259, -0.345, 0.231], [0.531, 0.456, 0.773], [-0.016, -1.055, -1.563], [-0.153, 0.356, 1.113], [-1.031, -0.341, -0.624], [-0.010, 0.078, 0.250], [1.815, 1.249, 1.569], [0.305, 0.783, 0.668], [-1.295, -2.241, -2.419], [0.398, -0.937, 0.873], [0.640, -2.515, 1.010], [-0.921, 3.381, -1.678], [-0.693, 1.419, 0.281], [-0.367, -0.283, 0.361], [1.700, -0.530, 0.431], [-0.606, -0.384, -0.530], [0.707, 0.886, -1.122], [0.406, -0.841, 1.171], [0.236, -0.203, 0.262], [0.077, 0.153, -0.098], [-0.545, 0.161, -0.094], [-0.656, -0.456, -0.276], [-0.720, -0.504, -0.337], [1.678, 1.017, 0.608], [0.286, 0.747, 0.025], [-0.472, -1.494, 0.052], [1.199, -0.218, 0.766], [-0.695, -0.009, -0.211], [-0.707, 0.175, -0.055], [-0.279, 0.698, -0.098], [0.185, -0.549, 0.008], [-0.254, 0.347, -0.008], [0.617, 0.405, -0.267], [0.345, -0.065, 0.868], [0.957, -0.689, 0.211], [0.724, -0.161, 0.103], [-1.727, 0.620, -0.296], [-0.522, 0.153, 0.229], [-0.484, 0.058, -0.007], [0.585, -0.049, 0.332], [0.496, -0.181, -0.074], [-0.457, -0.164, 0.650], [-0.899, 0.743, -0.472], [-0.731, 0.005, 1.281], [0.464, 0.387, 1.549], [0.392, -0.250, -2.660], [-0.640, -0.178, 0.043], [-0.231, -0.083, 0.480], [0.878, 0.574, -0.935], [1.032, -0.256, 0.343], [0.114, -0.220, -0.265], [-1.208, 0.442, -0.097], [1.091, 0.502, -1.199], [0.334, 0.485, -1.297], [-1.086, -0.646, 2.382], [2.120, -0.562, -1.194], [0.356, -0.064, 1.066], [-2.149, 0.205, -0.376], [-0.725, 0.518, 1.417], [0.153, 1.740, 0.280], [0.043, -2.267, -1.270], [-0.818, 0.787, 1.418], [0.927, -1.172, -1.077], [0.249, -0.095, -0.050], [-0.078, 0.527, -0.630], [-0.304, -0.716, 0.713], [-0.119, 0.062, 0.416], [-0.287, -0.213, 0.082], [0.699, -0.106, 0.110], [0.494, -0.353, -0.896], [0.548, 0.194, -0.152], [-0.314, 0.279, -0.268], [-1.189, 0.486, -0.300], [0.455, -0.600, 0.237], [0.330, 0.513, -0.045], [0.136, 1.061, 0.365], [-0.458, -0.926, -0.681], [-0.096, -0.367, -0.121], [0.759, -1.462, -0.078], [0.122, 0.927, 0.200], [-0.548, 1.124, -0.404], [0.548, 0.591, -1.088], [0.324, -0.310, 0.746], [-0.770, -0.158, -0.428], [0.660, 1.274, -0.482], [0.759, -0.019, -0.133], [-1.508, -1.074, 1.030], [0.260, 0.328, -0.265], [0.071, -0.277, 0.366], [-0.372, -0.257, 0.018], [-4.414, 2.003, 0.725], [1.262, -2.943, 1.071], [2.955, 0.610, -1.232]]}